Entry 1:
C26H33BBr2N4O13SSi | ωB97M-V/def2-TZVPD

```
81
Properties=species:S:1:pos:R:3:lowdin_charge:R:1
C 2.63 -1.05 3.34 -0.0552
O 1.73 -0.58 2.31 -0.0287
B 1.86 -1.10 1.06 -0.6917
O 3.13 -1.24 0.55 0.1406
Si 0.24 -1.64 -0.03 0.6824
C -1.33 -0.80 0.55 -0.2324
C -1.79 -1.19 1.98 -0.2447
C -3.10 -1.98 2.00 -0.2420
S -4.56 -0.97 2.05 0.5767
O -5.69 -1.85 2.17 -0.2749
O -4.39 0.09 2.98 -0.2644
O -4.58 -0.31 0.60 -0.1412
C 0.58 -0.98 -1.82 -0.2649
O -0.61 -0.37 -2.36 -0.1721
N -0.46 1.01 -2.44 -0.0386
O -1.51 1.53 -2.49 0.0486
C 0.10 -3.53 -0.23 -0.7481
Br -1.12 -3.79 -1.75 0.7831
C -0.44 -4.36 0.93 -0.8345
C -0.42 -5.87 0.64 -0.1761
Br 0.63 -4.06 2.53 0.8202
H 3.41 -0.32 3.54 0.0979
H 3.09 -1.99 3.04 0.0811
H 2.01 -1.19 4.22 0.0605
H 3.13 -1.54 -0.36 0.0824
H -1.12 0.27 0.53 0.0914
H -2.12 -0.97 -0.19 0.0591
H -1.98 -0.27 2.53 0.1041
H -1.03 -1.72 2.54 0.0602
H -3.19 -2.59 1.09 0.0952
H -3.17 -2.68 2.84 0.1177
H -4.41 -1.02 -0.04 0.0859
H 1.40 -0.26 -1.84 0.0830
H 0.85 -1.80 -2.48 0.0554
H 1.06 -3.95 -0.52 0.0758
H -1.47 -4.10 1.17 0.0638
H 0.58 -6.19 0.34 0.0836
H -1.16 -6.13 -0.10 0.0536
H -0.68 -6.40 1.56 0.0676
C 0.85 -0.67 -7.82 -0.0685
C 2.14 -0.99 -7.44 -0.0636
C 2.37 -1.97 -6.48 -0.0034
C 1.28 -2.62 -5.93 -0.1509
C -0.02 -2.31 -6.29 -0.0007
C -0.23 -1.33 -7.25 -0.0622
N 1.51 -3.67 -4.93 -0.3537
O 2.66 -3.89 -4.59 0.0732
O 0.54 -4.23 -4.47 0.0191
H 0.68 0.10 -8.56 0.1079
H 2.98 -0.47 -7.88 0.1089
H 3.37 -2.22 -6.18 0.1191
H -0.85 -2.84 -5.84 0.1203
H -1.24 -1.08 -7.54 0.1091
C -0.51 3.59 6.56 -0.0693
C 0.76 3.12 6.86 -0.0653
C 1.05 1.77 6.75 -0.0030
C 0.05 0.91 6.34 -0.1454
C -1.23 1.35 6.04 0.0016
C -1.51 2.70 6.15 -0.0599
N 0.35 -0.52 6.19 -0.3505
O 1.48 -0.89 6.47 0.0623
O -0.54 -1.24 5.80 0.0787
H -0.73 4.64 6.65 0.1073
H 1.53 3.80 7.18 0.1080
H 2.03 1.39 6.98 0.1192
H -1.99 0.66 5.71 0.1195
H -2.50 3.07 5.92 0.1107
C -1.09 5.13 -2.38 -0.0634
C -0.66 6.37 -2.83 -0.0650
C 0.63 6.79 -2.60 -0.0061
C 1.49 5.95 -1.91 -0.1492
C 1.08 4.71 -1.45 0.0028
C -0.22 4.30 -1.69 -0.0699
N 2.88 6.38 -1.67 -0.3561
O 3.20 7.48 -2.07 0.0761
O 3.61 5.61 -1.09 0.0760
H -2.10 4.80 -2.57 0.1094
H -1.35 7.02 -3.37 0.1071
H 0.98 7.76 -2.94 0.1182
H 1.77 4.08 -0.91 0.1185
H -0.55 3.34 -1.33 0.0733
```

Calculated values
HOMO-LUMO gap ... 8.97 eV
Highest occupied orbital energy ... -9.701 eV
E ... -219540.93001 eV
F_max ... 0.89 eV/A
Molecular weight ... 840.34 g/mol

***

Entry 2:
C26H33ClCrN4O4Te | ωB97M-V/def2-TZVPD

```
70
Properties=species:S:1:pos:R:3:lowdin_spin:R:1
Cr 1.10 -0.79 -0.20 2.8946
Cl 5.88 3.77 2.77 0.0009
C 4.92 2.47 2.17 0.0044
C 5.28 1.14 2.46 0.0033
C 4.54 0.09 2.00 0.0017
C 3.38 0.29 1.23 0.0039
O 2.69 -0.76 0.84 0.0285
C 3.02 1.64 0.94 0.0055
C 1.90 1.97 0.12 0.0141
O 1.15 1.15 -0.44 0.0051
C 3.81 2.71 1.43 0.0041
H 6.17 0.96 3.06 0.0001
H 4.82 -0.93 2.24 0.0002
H 1.68 3.03 -0.06 -0.0009
H 3.51 3.73 1.19 -0.0001
N 0.69 -2.85 0.15 -0.0076
C 1.44 -4.08 -0.22 0.0015
C 2.01 -3.96 -1.62 0.0007
C 3.25 -3.06 -1.70 0.0011
C 3.06 -1.88 -2.64 0.0014
N 2.34 -0.77 -1.96 -0.0111
H 0.50 -2.88 1.15 0.0022
H -0.23 -2.89 -0.29 0.0023
H 0.77 -4.93 -0.14 -0.0009
H 2.25 -4.21 0.51 0.0001
H 1.21 -3.58 -2.27 0.0002
H 2.24 -4.96 -2.00 0.0000
H 4.12 -3.64 -2.02 0.0001
H 3.49 -2.66 -0.72 0.0005
H 2.47 -2.18 -3.51 0.0001
H 4.01 -1.51 -3.01 -0.0007
H 1.85 -0.21 -2.65 0.0014
H 3.05 -0.14 -1.58 0.0019
N -1.87 -0.47 6.30 0.0002
C -2.15 0.29 5.21 0.0005
O -2.96 1.18 5.20 0.0009
C -1.36 -0.03 3.96 0.0052
C -1.89 0.35 2.74 -0.0021
C -1.19 0.08 1.58 0.0046
N 0.02 -0.51 1.58 -0.0200
C 0.55 -0.84 2.77 0.0033
C -0.10 -0.64 3.97 -0.0015
H -2.41 -0.30 7.14 0.0000
H -1.31 -1.30 6.26 0.0000
H -2.84 0.87 2.69 -0.0002
H -1.60 0.40 0.63 0.0003
H 1.54 -1.27 2.74 -0.0001
H 0.39 -0.91 4.89 -0.0002
Te -1.69 2.38 -1.28 0.0458
C -3.70 2.77 -1.80 0.0050
C -4.60 3.25 -0.85 0.0025
C -5.92 3.49 -1.19 -0.0001
C -6.37 3.24 -2.47 0.0019
C -5.49 2.77 -3.43 -0.0003
C -4.16 2.53 -3.09 0.0021
H -4.26 3.45 0.16 0.0003
H -6.60 3.87 -0.43 0.0000
H -7.41 3.43 -2.73 0.0001
H -5.83 2.58 -4.44 -0.0001
H -3.47 2.20 -3.86 0.0001
C -0.57 0.18 -3.41 -0.0016
C -1.28 -0.31 -2.18 -0.0124
C -2.73 -0.67 -2.34 -0.0043
O -0.65 -0.77 -1.17 0.0146
H -0.41 -0.68 -4.08 -0.0014
H 0.38 0.67 -3.18 -0.0001
H -1.18 0.91 -3.92 0.0002
H -3.32 0.22 -2.56 -0.0006
H -3.11 -1.14 -1.44 0.0001
H -2.84 -1.35 -3.19 -0.0015
```

Calculated values
Multiplicity ... 4
Relative energy (zero: lowest compared OMol25 entry of this formula, charge and spin) ... 1.078 eV
HOMO-LUMO gap (spin up / spin down) ... 5.14 / 4.76 eV
Highest occupied orbital energy (spin up / spin down) ... -8.739 / -8.716 eV
⟨S²⟩ ... 3.78
E ... -89882.15803 eV
F_max ... 2.05 eV/A
Molecular weight ... 680.62 g/mol
Net charge ... +1

***

Entry 3:
C26H33F2NPTa | ωB97M-V/def2-TZVPD

```
64
Properties=species:S:1:pos:R:3:lowdin_charge:R:1
Ta -0.11 0.02 0.94 1.8404
C 0.64 0.72 4.01 0.0141
C -0.07 1.37 2.83 -0.2855
C 0.63 2.28 1.99 -0.1994
C 2.00 2.74 2.37 0.0345
C -0.04 2.81 0.84 -0.1870
C 0.60 3.86 -0.01 0.0011
C -1.40 2.50 0.60 -0.1705
C -2.10 3.27 -0.47 0.0060
C -2.12 1.60 1.45 -0.2238
C -3.59 1.40 1.25 0.0033
C -1.46 1.07 2.58 -0.2733
C -2.19 0.20 3.59 0.0246
H 1.65 0.40 3.78 0.0993
H 0.10 -0.12 4.44 0.0856
H 0.73 1.46 4.81 0.1438
H 2.56 2.01 2.95 0.0988
H 1.86 3.62 3.02 0.1525
H 2.60 3.06 1.53 0.0920
H 1.67 3.91 0.08 0.0899
H 0.22 4.84 0.30 0.1469
H 0.33 3.75 -1.06 0.1083
H -1.71 3.04 -1.47 0.0947
H -1.91 4.34 -0.32 0.1332
H -3.18 3.14 -0.48 0.0973
H -4.14 2.17 1.81 0.1507
H -3.95 0.44 1.62 0.0788
H -3.89 1.50 0.22 0.0798
H -1.70 -0.76 3.79 0.0796
H -3.21 0.00 3.31 0.0931
H -2.19 0.72 4.55 0.1436
F 4.13 1.96 -1.98 0.1853
C 3.56 0.98 -1.31 -0.2164
C 2.30 1.19 -0.77 0.0248
C 1.66 0.15 -0.07 -0.2307
C 2.32 -1.13 0.08 -0.0913
C 3.60 -1.25 -0.45 -0.1721
F 4.26 -2.38 -0.32 0.1592
C 4.23 -0.22 -1.14 0.2106
C 1.65 -2.24 0.81 -0.1722
C 2.09 -3.55 0.90 0.0795
C 1.33 -4.49 1.59 0.0961
C 0.11 -4.13 2.18 0.0385
C -0.30 -2.83 2.06 -0.0656
N 0.45 -1.90 1.39 -0.0917
H 1.83 2.13 -0.97 0.0987
H 5.23 -0.37 -1.55 0.1821
H 3.02 -3.85 0.44 0.1416
H 1.68 -5.51 1.67 0.1603
H -0.49 -4.84 2.73 0.1524
H -1.23 -2.50 2.50 0.1195
C -2.99 -1.58 -0.53 -0.1884
P -1.59 -0.61 -1.14 0.7891
C -0.56 -1.73 -2.11 -0.2030
C -2.20 0.65 -2.27 -0.1905
H -3.57 -1.90 -1.41 0.0959
H -3.66 -1.01 0.11 0.0409
H -2.65 -2.48 -0.01 0.0608
H -1.17 -2.10 -2.95 0.0928
H -0.24 -2.59 -1.52 0.0580
H 0.31 -1.22 -2.52 0.0668
H -2.69 0.12 -3.10 0.0986
H -1.37 1.23 -2.68 0.0755
H -2.93 1.30 -1.81 0.0424
```

Calculated values
Relative energy (zero: lowest compared OMol25 entry of this formula, charge and spin) ... 0.000 eV
HOMO-LUMO gap ... 6.12 eV
Highest occupied orbital energy ... -21.433 eV
E ... -45220.50281 eV
F_max ... 1.00 eV/A
Molecular weight ... 609.48 g/mol
Net charge ... +4

***

Entry 4:
C26H33F3N2O | ωB97M-V/def2-TZVPD

```
65
Properties=species:S:1:pos:R:3:lowdin_charge:R:1
C -1.30 -2.67 1.64 0.0201
N -0.84 -1.30 1.52 -0.0015
C -1.59 -0.17 1.79 -0.0975
C -2.92 -0.05 2.45 0.0110
N -0.77 0.88 1.46 -0.0095
C -1.13 2.27 1.54 0.0206
C 0.53 0.43 1.20 -0.1471
C 0.48 -0.95 1.23 -0.1431
C 1.64 -1.73 1.21 0.0088
C 2.87 -1.05 1.20 -0.0579
C 2.92 0.37 1.18 -0.0587
C 1.73 1.13 1.17 0.0048
H -0.42 -3.31 1.69 0.0869
H -1.91 -2.82 2.54 0.1059
H -1.89 -2.95 0.75 0.1112
H -3.41 0.80 1.93 0.1185
H -3.39 -1.07 2.44 0.1269
H -0.21 2.85 1.51 0.0846
H -1.75 2.56 0.68 0.1123
H -1.68 2.51 2.46 0.1050
H 1.58 -2.82 1.22 0.1123
H 3.83 -1.60 1.21 0.1156
H 3.90 0.86 1.19 0.1144
H 1.74 2.22 1.15 0.1114
C -1.30 -0.17 9.55 -0.0442
C -0.88 -0.13 8.07 -0.5521
C -0.48 1.30 7.75 -0.0933
C 0.32 -1.04 7.75 -0.0448
C -2.04 -0.56 7.18 -0.1017
C -2.44 0.16 6.07 -0.0143
C -3.49 -0.27 5.22 -0.2191
C -3.70 0.40 3.86 -0.1110
C -5.22 0.44 3.53 -0.5190
F -5.42 1.40 2.59 0.1017
F -5.68 -0.72 2.98 0.1195
F -6.04 0.69 4.63 0.1235
C -4.26 -1.38 5.61 -0.0120
C -3.83 -2.22 6.63 -0.0748
C -4.48 -3.62 6.88 -0.5477
C -3.45 -4.70 6.50 -0.0463
C -5.70 -3.82 6.00 -0.0887
C -4.93 -3.74 8.34 -0.0480
C -2.66 -1.87 7.43 -0.3277
O -2.14 -2.66 8.27 -0.0730
H -1.60 -1.18 9.84 0.0721
H -0.50 0.16 10.21 0.0763
H -2.16 0.50 9.68 0.0869
H -0.14 1.37 6.71 0.0685
H -1.33 1.97 7.90 0.0882
H 0.33 1.62 8.39 0.0802
H 0.53 -0.95 6.67 0.0792
H 1.21 -0.75 8.31 0.0754
H 0.07 -2.09 7.97 0.0766
H -2.02 1.16 5.87 0.0997
H -3.33 1.42 3.94 0.1180
H -5.23 -1.57 5.14 0.0925
H -2.55 -4.62 7.12 0.0754
H -3.90 -5.69 6.61 0.0768
H -3.18 -4.55 5.45 0.0747
H -6.46 -3.06 6.21 0.0873
H -5.42 -3.79 4.95 0.0781
H -6.11 -4.80 6.22 0.0798
H -5.66 -2.95 8.55 0.0850
H -5.41 -4.71 8.50 0.0746
H -4.09 -3.63 9.03 0.0732
```

Calculated values
HOMO-LUMO gap ... 4.53 eV
Highest occupied orbital energy ... -5.716 eV
E ... -40675.48708 eV
F_max ... 3.34 eV/A
Molecular weight ... 446.56 g/mol